Below is a structure of composition C33H48BN11S6Sr, with properties calculated with the ωB97M-V functional and the def2-TZVPD basis.

Atoms and positions in Å:
Sr: 16.3306 3.8431 17.2060
C: 11.3230 4.1137 15.5169
C: 12.2778 3.3775 14.6446
C: 12.1494 3.4489 13.2798
C: 13.0162 2.7069 12.4225
N: 13.9889 2.0347 12.9393
N: 14.0564 1.8355 14.2857
B: 15.1217 0.8097 14.5683
N: 15.9395 0.3703 13.3733
N: 15.4971 -0.8244 12.9096
C: 16.1746 -1.4072 11.9755
C: 17.3093 -0.7495 11.4127
C: 17.7262 0.4946 11.8316
C: 18.8288 1.2085 11.1174
C: 16.9904 1.1136 12.9064
S: 17.3407 2.6465 13.5111
C: 15.6915 -2.7717 11.5129
C: 15.4407 -2.6900 9.9970
C: 14.3749 -3.0985 12.2255
C: 16.7833 -3.8295 11.7790
N: 14.6984 -0.2941 15.5130
N: 13.4700 -0.8371 15.4537
C: 13.1076 -1.5503 16.4944
C: 14.0226 -1.7764 17.5671
C: 15.2125 -1.1202 17.6532
C: 16.1633 -1.3161 18.7712
C: 15.5316 -0.2717 16.5708
S: 16.7428 0.9238 16.3132
C: 11.7038 -2.1547 16.4892
C: 10.8891 -1.6090 15.2963
C: 11.8064 -3.6813 16.4119
C: 10.9933 -1.7885 17.8026
C: 13.3187 2.5723 15.2029
S: 13.5228 2.5053 16.9107
C: 12.8043 2.6335 10.9060
C: 11.4362 1.9310 10.6686
C: 12.7600 4.0845 10.3625
C: 13.9361 1.8456 10.2511
H: 10.4409 4.3388 14.9025
H: 11.7624 5.0673 15.8477
H: 11.0398 3.5317 16.4050
H: 11.4001 4.1055 12.8502
H: 17.8411 -1.2205 10.5965
H: 19.1547 0.5554 10.2942
H: 19.6751 1.4123 11.7789
H: 18.4500 2.1566 10.7113
H: 14.7249 -1.8996 9.7536
H: 15.0774 -3.6623 9.6292
H: 16.3727 -2.4757 9.4599
H: 13.6202 -2.3137 12.0372
H: 14.5334 -3.1796 13.3006
H: 13.9863 -4.0638 11.8361
H: 17.7187 -3.5650 11.2665
H: 16.4358 -4.8086 11.4062
H: 16.9985 -3.9082 12.8542
H: 13.7317 -2.5135 18.3122
H: 15.7555 -2.0947 19.4172
H: 16.3055 -0.3994 19.3399
H: 17.1465 -1.6365 18.4226
H: 11.2829 -1.9775 14.3423
H: 10.9004 -0.5082 15.2665
H: 9.8263 -1.9446 15.4108
H: 12.3939 -3.9934 15.5492
H: 10.8115 -4.1325 16.2808
H: 12.2476 -4.1114 17.3262
H: 11.0771 -0.7172 18.0327
H: 11.4111 -2.3619 18.6312
H: 9.9155 -2.0201 17.7360
H: 10.6087 2.4959 11.1201
H: 11.4537 0.9158 11.1105
H: 11.2565 1.8432 9.5941
H: 11.9170 4.6492 10.8041
H: 12.6171 4.1100 9.2724
H: 13.6864 4.6208 10.5989
H: 13.9634 0.8143 10.6361
H: 14.9331 2.2924 10.3992
H: 13.7306 1.7977 9.1679
S: 15.2209 5.0022 19.8438
C: 16.3651 6.2287 19.5252
S: 17.7511 6.2448 18.4641
C: 16.2089 7.4242 20.2746
C: 15.1359 7.5998 21.1404
N: 14.2528 7.7675 21.9007
C: 17.1569 8.4482 20.2673
N: 17.8710 9.3884 20.2687
C: 15.7699 9.3679 17.1900
N: 15.0584 8.1532 16.7919
C: 15.5438 7.2423 15.9438
N: 16.7695 7.5415 15.3966
S: 14.6792 5.8200 15.5980
H: 15.2829 9.7896 18.0624
H: 15.7751 10.0998 16.3545
H: 16.8025 9.1538 17.4626
H: 14.1393 7.9508 17.1346
H: 17.4841 7.5518 16.1548
H: 17.0132 6.8054 14.7384
N: 18.7577 3.5225 16.3898
H: 19.2114 2.8237 16.9870
H: 19.3332 4.3660 16.3741
H: 18.7474 3.1096 15.4458

Maximum force: 3.947 eV/A
Orbital gap: 0.175 hartree
E_HOMO: -6.2 eV
Relative energy (zero: lowest compared OMol25 entry of this formula, charge and spin): 0.0000 eV
DFT total energy: -117919.4348 eV

Below is a cluster of 7 separate species, C33H48Br2IN8O5PS in total, with properties calculated with the ωB97M-V functional and the def2-TZVPD basis.

Atoms and positions in Å:
C: 2.4841 2.7309 -0.5038
C: 1.6397 1.6273 -1.1464
I: -0.4110 2.1392 -0.8566
C: 2.0497 0.2134 -0.6428
C: 0.9997 -0.6093 0.0433
N: 0.1952 -1.2485 -0.7429
C: -0.7632 -2.0400 -0.2023
C: -1.6318 -2.7743 -1.0558
S: -1.1486 -2.7921 -2.8088
C: -1.5667 -1.1446 -3.3292
O: -1.9465 -3.7293 -3.5470
O: 0.2760 -2.9704 -2.8896
C: -2.7197 -3.4366 -0.5458
P: -3.9069 -4.2300 -1.7538
C: -5.6088 -4.0281 -1.1055
C: -3.5630 -6.0117 -1.5512
C: -2.8562 -3.5119 0.8975
C: -3.9677 -4.3048 1.5348
O: -5.1594 -3.5825 1.8293
C: -5.0747 -2.1940 1.9729
O: -6.2944 -1.7857 2.5133
C: -6.9726 -0.7965 1.7573
C: -8.2701 -0.4493 2.4829
O: -9.3570 -0.2873 1.5780
C: -1.9450 -2.8899 1.7022
Br: -2.0772 -3.0667 3.5869
C: -0.9033 -2.0968 1.1914
N: -0.0676 -1.4124 2.0138
C: 0.8691 -0.6916 1.4736
C: 1.8136 0.0573 2.3603
C: 3.0889 -0.7718 2.6350
C: 3.7605 -0.3330 3.9259
Br: 5.1025 -1.6235 4.4729
H: 2.0892 2.9920 0.4782
H: 2.4467 3.6374 -1.1072
H: 3.5165 2.3950 -0.4097
H: 1.8156 1.6497 -2.2184
H: 2.3398 -0.3727 -1.5144
H: 2.9413 0.3246 -0.0295
H: -2.1444 -1.2233 -4.2449
H: -2.1383 -0.6459 -2.5505
H: -0.6278 -0.6123 -3.4556
H: -6.2703 -4.1497 -1.9611
H: -5.8943 -4.7496 -0.3411
H: -5.7591 -3.0356 -0.6902
H: -4.0388 -6.4970 -0.6974
H: -3.8962 -6.5091 -2.4613
H: -2.4829 -6.1469 -1.4925
H: -3.6135 -4.7766 2.4522
H: -4.2505 -5.1051 0.8591
H: -4.2702 -1.9060 2.6545
H: -4.9152 -1.7030 1.0018
H: -7.2416 -1.1958 0.7749
H: -6.3456 0.0941 1.6516
H: -8.5226 -1.2677 3.1543
H: -8.1503 0.4565 3.0814
H: -9.3648 0.6180 1.2615
H: 2.0815 1.0033 1.8828
H: 1.3297 0.3351 3.2948
H: 2.8257 -1.8278 2.6772
H: 3.7936 -0.6242 1.8154
H: 3.0453 -0.2284 4.7342
H: 4.2874 0.6059 3.7816
C: 0.3776 6.4008 -1.3023
C: 1.1515 6.2151 -0.0830
N: 1.7711 6.0590 0.8701
H: -0.3006 5.5627 -1.4455
H: -0.1980 7.3225 -1.2382
H: 1.0445 6.4543 -2.1601
C: 1.2443 2.1539 -5.6107
C: 0.7928 3.2979 -4.8318
N: 0.4368 4.1993 -4.2170
H: 2.2216 1.8315 -5.2535
H: 0.5414 1.3287 -5.5121
H: 1.3165 2.4378 -6.6575
C: 2.4568 5.8988 -7.4943
C: 1.4700 4.9238 -7.9363
N: 0.6831 4.1655 -8.2850
H: 2.8650 5.5981 -6.5309
H: 3.2631 5.9658 -8.2219
H: 1.9866 6.8743 -7.3891
C: -1.2694 -0.0721 6.1507
C: 0.0161 0.5299 5.8371
N: 1.0420 0.9783 5.5878
H: -1.6130 0.2470 7.1322
H: -2.0043 0.2147 5.4007
H: -1.1642 -1.1555 6.1395
C: 8.9882 -2.1586 4.2823
C: 10.2351 -1.5066 3.9053
N: 11.2154 -0.9905 3.6085
H: 8.6429 -1.7726 5.2393
H: 8.2256 -1.9652 3.5303
H: 9.1423 -3.2327 4.3655
C: 6.4880 4.0406 -0.8548
C: 6.1682 2.6930 -1.3061
N: 5.8907 1.6339 -1.6492
H: 5.5831 4.6456 -0.8311
H: 6.9155 4.0033 0.1451
H: 7.2073 4.4973 -1.5317

SMILES: C[C@H](I)Cc1nc2c(S(C)(=O)=O)c(P(C)C)c(COCOCCO)c(Br)c2nc1CCCBr.CC#N.CC#N.CC#N.CC#N.CC#N.CC#N
Maximum force: 0.939 eV/A
Orbital gap: 0.262 hartree
E_HOMO: -7.9 eV
DFT total energy: -225463.9476 eV

Below is a cluster of 3 separate species, C33H48ClFO3 in total, with properties calculated with the ωB97M-V functional and the def2-TZVPD basis.

Atoms and positions in Å:
C: -1.0706 0.8303 -0.7514
O: -1.8265 1.1375 -1.9202
C: -2.0445 2.5625 -1.9802
C: -1.3072 3.0607 -3.2244
C: -1.4901 4.5854 -3.4893
C: -1.3916 5.4361 -2.2351
C: -0.1580 5.9373 -1.8085
C: 1.1490 5.6456 -2.5343
C: 1.7817 4.3557 -1.9535
C: 2.9550 4.6373 -1.0147
F: 2.2522 3.5255 -2.9721
C: -0.0968 6.7333 -0.6891
C: -1.1958 7.0397 0.0715
C: -2.4097 6.5333 -0.3223
C: -2.5006 5.7506 -1.4595
C: -3.8878 5.2281 -1.8011
O: -4.3635 5.2193 -2.9194
C: -4.6659 4.7572 -0.5891
C: -5.4251 3.6164 -0.5904
C: -6.1084 3.2710 0.5476
Cl: -7.0837 1.8280 0.6148
C: -6.0375 4.0590 1.6662
C: -5.2685 5.2003 1.6691
C: -4.5722 5.5493 0.5382
C: -3.6784 6.7655 0.4640
O: -3.9789 7.8313 0.9671
H: -1.5932 1.0953 0.1763
H: -0.1244 1.3920 -0.8306
H: -0.8279 -0.2350 -0.7743
H: -3.1275 2.6921 -2.0841
H: -1.6485 3.0301 -1.0739
H: -0.2402 2.8632 -3.0579
H: -1.6242 2.5261 -4.1230
H: -2.4401 4.7189 -4.0063
H: -0.7207 4.9265 -4.1872
H: 1.8004 6.5069 -2.3617
H: 0.9477 5.5133 -3.5979
H: 0.9737 3.8444 -1.4158
H: 3.4730 5.5540 -1.3127
H: 2.5702 4.7978 -0.0002
H: 3.6620 3.8060 -0.9763
H: 0.8639 7.1210 -0.3530
H: -1.1674 7.6525 0.9669
H: -5.4502 3.0045 -1.4875
H: -6.5651 3.8083 2.5806
H: -5.1625 5.8388 2.5416
C: -1.3464 -5.9849 -1.2153
C: -0.1777 -5.7256 -2.1610
C: 1.1649 -5.5940 -1.4437
C: 1.2641 -4.4254 -0.4628
C: 0.9978 -3.0466 -1.0630
C: 1.9970 -2.6529 -2.1465
H: -1.4949 -5.1572 -0.5199
H: -2.2720 -6.1088 -1.7799
H: -1.1834 -6.8960 -0.6355
H: -0.3800 -4.8323 -2.7582
H: -0.1103 -6.5570 -2.8680
H: 1.9575 -5.5093 -2.1930
H: 1.3683 -6.5212 -0.8978
H: 2.2654 -4.4303 -0.0196
H: 0.5700 -4.5865 0.3679
H: 1.0460 -2.3043 -0.2602
H: -0.0181 -2.9950 -1.4656
H: 3.0169 -2.6584 -1.7556
H: 1.7845 -1.6469 -2.5129
H: 1.9532 -3.3292 -3.0015
C: 3.6032 -7.2588 5.7005
C: 2.5444 -6.3110 5.1454
C: 2.4967 -6.2821 3.6185
C: 3.7744 -5.7886 2.9383
C: 4.2299 -4.3891 3.3492
C: 3.2216 -3.2995 2.9989
H: 4.6098 -6.9563 5.4074
H: 3.5689 -7.2704 6.7912
H: 3.4350 -8.2791 5.3494
H: 2.7090 -5.3048 5.5407
H: 1.5651 -6.6279 5.5145
H: 1.6532 -5.6600 3.3043
H: 2.2772 -7.2899 3.2512
H: 3.6175 -5.8058 1.8545
H: 4.5876 -6.4941 3.1324
H: 5.1726 -4.1689 2.8406
H: 4.4476 -4.3566 4.4205
H: 3.0209 -3.2900 1.9255
H: 3.6110 -2.3183 3.2767
H: 2.2760 -3.4399 3.5252

SMILES: COCCCc1c(C[C@H](C)F)ccc2c1C(=O)c1cc(Cl)ccc1C2=O.CCCCCC.CCCCCC
Maximum force: 1.620 eV/A
Orbital gap: 0.328 hartree
E_HOMO: -9.6 eV
Relative energy (zero: lowest compared OMol25 entry of this formula, charge and spin): 0.0000 eV
DFT total energy: -56382.3586 eV

Below is a structure of composition C33H48N7O6OsP, with properties calculated with the ωB97M-V functional and the def2-TZVPD basis.

Atoms and positions in Å:
Os: -0.0256 -0.3526 0.2426
N: -0.1926 -0.5632 2.2588
C: -1.3411 -1.4391 2.6859
C: -1.8466 -1.0715 4.0795
C: -2.4042 0.3474 4.2950
C: -3.9078 0.5315 4.0628
N: -4.3016 0.5861 2.6585
C: -4.0176 1.5883 1.8332
N: -3.6286 2.7742 2.3189
N: -4.1199 1.4186 0.5187
C: -2.4046 -1.4266 1.5916
O: -3.4976 -1.9115 1.8171
O: -2.0572 -0.8545 0.4876
H: 0.6527 -0.8261 2.7589
H: -0.3999 0.4023 2.5349
H: -0.9528 -2.4563 2.7115
H: -1.0259 -1.2338 4.7833
H: -2.6070 -1.8132 4.3301
H: -1.8629 1.1007 3.7086
H: -2.2127 0.6178 5.3350
H: -4.2665 1.4215 4.5826
H: -4.4550 -0.3027 4.4991
H: -4.5324 -0.3024 2.2296
H: -3.8369 3.0199 3.2712
H: -3.4418 3.5255 1.6733
H: -4.0972 0.4732 0.1648
H: -3.7056 2.1251 -0.0768
C: 3.1936 0.6914 2.2998
C: 3.6014 0.2239 0.8998
C: 4.8115 1.0179 0.4039
P: 2.2188 0.0860 -0.3344
C: 2.2452 1.3229 -1.7041
C: 0.9885 1.0326 -2.5374
C: 3.4584 1.3565 -2.6329
C: 2.5651 -1.5007 -1.1523
C: 3.7381 -1.8346 -1.8026
C: 3.9070 -3.0866 -2.4036
C: 5.1877 -3.4505 -3.0869
C: 2.8503 -4.0010 -2.3375
C: 1.6804 -3.7039 -1.6744
C: 1.5313 -2.4491 -1.0638
N: 0.3941 -2.1221 -0.3054
C: -0.5028 -3.2399 -0.0627
C: -1.5610 -3.4567 -0.9430
C: -1.7746 -2.5907 -2.1524
C: -2.3948 -4.5343 -0.6762
C: -2.1907 -5.3784 0.4112
C: -3.1130 -6.5332 0.6801
C: -1.0946 -5.1433 1.2338
C: -0.2216 -4.0861 1.0065
C: 1.0084 -3.9191 1.8620
H: 3.8060 0.1820 3.0438
H: 2.1458 0.5167 2.5275
H: 3.3587 1.7581 2.4317
H: 3.8998 -0.8257 0.9802
H: 4.5341 2.0329 0.1117
H: 5.3109 0.5463 -0.4403
H: 5.5421 1.0908 1.2106
H: 2.1416 2.2884 -1.2034
H: 1.0636 0.0540 -3.0217
H: 0.8861 1.7728 -3.3319
H: 0.0602 1.0741 -1.9565
H: 3.5476 0.4302 -3.1996
H: 4.3974 1.5511 -2.1214
H: 3.3111 2.1606 -3.3553
H: 4.5547 -1.1257 -1.8517
H: 5.8339 -2.5857 -3.2221
H: 4.9932 -3.8968 -4.0623
H: 5.7314 -4.1920 -2.4975
H: 2.9590 -4.9699 -2.8087
H: 0.8844 -4.4339 -1.6252
H: -0.9064 -2.6081 -2.8172
H: -1.9755 -1.5551 -1.8732
H: -2.6306 -2.9420 -2.7247
H: -3.2328 -4.7177 -1.3381
H: -4.0053 -6.4807 0.0597
H: -3.4239 -6.5478 1.7246
H: -2.6144 -7.4814 0.4729
H: -0.9061 -5.8050 2.0725
H: 0.8379 -4.3058 2.8666
H: 1.3349 -2.8783 1.9420
H: 1.8497 -4.4760 1.4428
O: -1.4074 5.8726 -0.7482
C: -0.1595 6.0390 -0.3295
O: 0.4275 7.0774 -0.4380
C: 0.5441 4.8670 0.2990
C: 1.8116 5.0425 0.8027
N: 2.2072 3.8544 1.2880
N: 1.2952 2.8901 1.1414
C: 0.2734 3.4946 0.5406
C: -0.9575 2.7313 0.2398
O: -1.9862 3.3343 -0.0694
O: -0.9600 1.4383 0.3090
H: -1.7181 4.9649 -0.5515
H: 2.4199 5.9312 0.8365
H: 3.0756 3.6587 1.7583

Maximum force: 0.569 eV/A
Orbital gap (alpha / beta): 0.218 / 0.242 hartree
Charge: +2
E_HOMO (alpha / beta): -13.8 / -13.8 eV
DFT total energy: -69462.3757 eV

Below is a structure of composition C33H48P2Pm, with properties calculated with the ωB97M-V functional and the def2-TZVPD basis.

Atoms and positions in Å:
Pm: -0.0648 0.9603 -1.0353
C: -0.9773 -1.4342 0.3775
C: 0.3221 -1.6470 -0.1741
C: 0.5129 -0.1701 1.5701
C: -0.8439 -0.5215 1.4563
C: 1.2497 -0.8261 0.5500
C: -2.1827 -2.2684 0.1277
H: -2.2075 -2.6841 -0.8870
H: -3.1025 -1.6953 0.2723
H: -2.1992 -3.1121 0.8377
C: -1.9270 -0.2597 2.4350
H: -2.7165 -1.0146 2.3663
H: -2.4067 0.7130 2.2845
H: -1.5331 -0.2814 3.4598
C: 1.1646 0.5386 2.7114
H: 0.6406 0.3086 3.6494
H: 1.1667 1.6263 2.5907
H: 2.2063 0.2240 2.8210
C: 2.7220 -0.9719 0.5333
H: 3.0391 -1.7624 1.2434
H: 3.2182 -0.0432 0.8505
H: 3.1166 -1.2416 -0.4582
C: 0.7172 -2.7729 -1.0837
H: 1.2419 -3.5500 -0.5060
H: 1.3927 -2.4350 -1.8753
H: -0.1539 -3.2377 -1.5453
C: -1.4958 1.8062 -4.7136
C: -1.9447 0.5137 -4.9985
C: -1.2781 -0.1884 -6.2013
C: 0.2391 -0.1455 -6.2446
C: 0.8391 -0.0102 -4.8262
C: 1.5799 1.2867 -4.5799
C: 0.9420 2.5506 -5.2514
C: -0.5625 2.5640 -5.5618
H: -1.6629 0.2711 -7.1149
H: 0.5890 0.5778 -7.0009
H: -1.6499 -1.2064 -6.2838
H: -0.7295 2.3393 -6.6257
H: -1.9284 2.3833 -3.9026
H: -3.0124 0.2514 -5.0102
H: -0.8835 3.6152 -5.5021
H: 1.2466 3.5119 -4.8135
H: 2.6715 1.3879 -4.8986
H: 1.4273 2.5945 -6.2342
H: 0.5921 -1.1090 -6.6125
H: 1.4746 -0.9025 -4.6113
P: -2.2490 -0.5201 -2.8282
C: -3.6066 0.7145 -2.6696
C: -1.9891 -2.1416 -3.6438
P: 2.1281 0.9443 -2.8796
C: -0.7283 0.2262 -3.0524
C: 3.3380 -0.4290 -3.0811
C: 2.7127 2.5477 -2.4201
H: -3.4245 1.4629 -1.8773
H: -4.4719 0.0784 -2.4201
H: -3.8042 1.2420 -3.6195
H: -1.2472 -2.1014 -4.4604
H: -2.9739 -2.4227 -4.0521
H: -1.6575 -2.8696 -2.8901
H: 2.3453 3.2974 -3.1368
H: 3.8003 2.4419 -2.4952
H: 2.4042 2.8391 -1.3999
H: -0.4816 1.3676 -3.0116
H: -0.0962 -0.1814 -4.0612
H: 4.0215 -0.4350 -2.2046
H: 3.9449 -0.2292 -3.9787
H: 2.9366 -1.4545 -3.1762
C: -1.5786 4.8749 4.3709
C: -1.3531 3.4741 4.3609
C: -1.0888 2.8406 3.1595
C: -1.0275 3.5040 1.8996
C: -0.7464 2.9265 0.6179
C: -0.6638 3.7210 -0.5074
C: -0.9013 5.1506 -0.4559
C: -1.1819 5.7195 0.7691
C: -1.2535 4.9464 1.9589
C: -1.5199 5.5743 3.1786
H: -1.7948 5.3958 5.3039
H: -1.3911 2.9207 5.3014
H: -0.9000 1.7558 3.1884
H: -0.4079 3.3529 -1.5156
H: -0.8528 5.7433 -1.3547
H: -1.3515 6.7921 0.8719
H: -1.6811 6.6569 3.1490

<S²>: 6.029
Spin multiplicity: 5
Maximum force: 6.137 eV/A
Orbital gap (alpha / beta): 0.201 / 0.199 hartree
Charge: +1
E_HOMO (alpha / beta): -9.5 / -9.5 eV
Relative energy (zero: lowest compared OMol25 entry of this formula, charge and spin): 8.9631 eV
DFT total energy: -70115.2645 eV

- Which formula does entry 5 have?
  C33H48P2Pm